# 1
A molecular structure, C21H23F5InO7SSi at a distorted geometry. Source: OMol25; level of theory: ωB97M-V with the def2-TZVPD basis set.

Its net charge is +3. The HOMO energy comes out at -17.086 eV.

The geometry in XYZ format:
```
59
Properties=species:S:1:pos:R:3:forces:R:3
C -3.233 -6.525 0.446 0.1 1.7 0.6
C -2.609 -5.270 1.205 -0.2 -2.7 -0.3
O -1.746 -5.444 2.020 -0.7 1.4 -0.6
O -3.126 -3.998 0.853 1.2 -0.3 -0.7
C -2.401 -3.440 -0.271 -0.5 -0.1 0.2
C -1.144 -2.694 0.362 0.0 0.6 -0.3
C -0.206 -1.993 -0.660 0.3 -0.2 0.3
C 1.189 -2.128 -0.678 -0.2 1.3 -1.1
S 2.008 -3.183 0.578 -2.2 -3.0 3.8
O 1.673 -4.598 0.409 0.9 2.4 -1.4
O 1.549 -2.720 1.897 1.0 0.7 -2.4
C 3.877 -2.955 0.623 2.4 -1.2 0.5
F 4.272 -3.704 1.711 -1.3 1.1 -1.7
F 4.516 -3.497 -0.452 -1.3 1.3 1.1
C 4.320 -1.450 0.949 2.3 1.2 1.8
F 5.330 -1.007 0.134 -2.2 -0.8 0.6
F 3.270 -0.549 0.940 1.0 -1.1 -0.8
F 4.840 -1.412 2.219 -1.2 -0.1 -2.1
C 2.069 -1.364 -1.734 -1.0 0.0 0.4
O 3.008 -1.833 -2.305 -0.5 0.6 0.5
C 1.566 0.105 -2.028 -0.6 0.6 0.2
C 2.508 1.248 -2.285 -2.5 1.1 -0.1
C 1.911 2.551 -2.499 0.5 -2.7 0.7
C 0.385 2.729 -2.457 -1.4 0.1 0.3
C -0.295 4.134 -2.644 1.3 -0.4 0.3
C -0.830 4.522 -1.172 -0.5 -0.1 -1.6
O 0.026 3.817 -0.254 -1.6 0.3 0.4
Si -0.563 3.773 1.381 2.0 -0.6 1.6
C 0.170 2.162 2.144 -0.3 -0.6 -0.2
C -2.471 3.641 1.573 0.0 0.3 -0.1
C 0.207 5.210 2.373 -0.3 -0.4 -0.8
C -0.580 1.556 -2.233 3.3 -1.7 0.2
C 0.027 0.267 -2.020 -0.3 2.0 -0.3
C -0.849 -1.021 -1.732 1.4 -0.2 0.2
O -1.875 -1.229 -2.310 0.6 0.4 0.7
H -2.691 -6.573 -0.542 -0.8 -0.3 1.0
H -3.033 -7.408 1.102 -0.2 0.7 -0.9
H -4.331 -6.304 0.326 1.1 -0.5 -0.1
H -3.138 -2.755 -0.776 1.0 -0.6 0.5
H -2.081 -4.244 -0.991 -0.3 0.8 0.7
H -1.558 -1.874 1.032 0.4 -0.8 -0.7
H -0.634 -3.429 1.041 -0.2 0.8 -0.8
H 3.620 1.082 -2.284 -1.3 0.1 -0.1
H 2.618 3.412 -2.659 -1.2 -0.7 0.1
H 0.476 4.893 -2.973 -0.9 -0.9 0.3
H -1.138 4.076 -3.395 0.9 0.0 0.8
H -1.908 4.174 -1.148 1.2 0.3 0.2
H -0.829 5.642 -1.040 0.2 -1.1 0.0
H 1.076 2.366 2.779 -0.9 -0.2 -0.7
H -0.584 1.643 2.812 0.8 0.6 -0.6
H 0.443 1.407 1.347 -0.1 0.7 0.8
H -2.782 2.536 1.447 2.3 3.2 0.8
H -2.733 3.921 2.633 0.2 -0.2 -1.0
H -3.006 4.321 0.854 0.1 -0.8 0.7
H 1.296 5.253 2.065 -1.2 0.2 0.4
H 0.155 4.911 3.456 -0.1 0.6 -1.0
H -0.355 6.149 2.127 0.8 -0.6 0.6
H -1.689 1.703 -2.227 1.2 -0.1 -0.1
In -3.986 1.398 0.931 -2.6 -2.2 -0.8
```
Positions in Å, forces in eV/Å.

natural (NBO) atomic charge list, values in e, 5 entries: -0.7182 0.8087 -0.4395 -0.5168 -0.0672

# 2
2 unconnected molecules or ions with the total composition CH7N2OP at a distorted geometry. Source: OMol25; level of theory: ωB97M-V with the def2-TZVPD basis set.

Its spin multiplicity is 3. Its net charge is 0. The HOMO energy (alpha / beta) comes out at -5.776 / -9.724 eV. Its energy relative to the best compared isomer or geometry (same formula, charge and spin) is 12.93 kcal/mol.

The geometry in XYZ format:
```
12
Properties=species:S:1:pos:R:3:forces:R:3
C 0.639 -0.543 1.629 1.4 1.6 0.2
N -1.601 0.500 -1.791 0.3 4.4 2.7
N 1.148 -1.203 0.429 -0.3 -0.3 1.9
O 0.504 1.422 -0.800 1.2 0.4 1.3
P 0.061 0.085 -1.622 -1.0 -0.1 -1.0
H 1.101 0.484 1.933 -0.8 -1.8 -0.9
H -0.426 -0.505 1.634 -1.2 0.7 -0.5
H 0.746 -1.182 2.479 0.7 -0.7 0.9
H -2.068 0.139 -2.548 -1.2 -1.1 -2.1
H -1.953 1.552 -1.605 1.4 -3.2 -0.6
H 0.541 -2.050 0.480 0.7 0.3 -0.8
H 1.308 1.302 -0.219 -1.3 -0.1 -1.1
```
Positions in Å, forces in eV/Å.

natural (NBO) atomic charge list, values in e, 5 entries: -0.5109 -1.1815 -0.4367 -1.0095 0.9341

# 3
2 unconnected molecules or ions with the total composition C5H8NO at a distorted geometry. Source: OMol25; level of theory: ωB97M-V with the def2-TZVPD basis set.

Its net charge is +1. The HOMO energy comes out at -14.256 eV. Its energy relative to the best compared isomer or geometry (same formula, charge and spin) is 138.27 kcal/mol.

The geometry in XYZ format:
```
15
Properties=species:S:1:pos:R:3:forces:R:3
C 3.675 -0.616 -1.336 0.5 -0.4 -0.2
C 0.104 1.412 1.474 1.9 2.4 0.6
C -0.161 0.466 0.698 0.6 -0.1 0.3
C -1.006 -0.433 -1.449 -0.8 -3.4 -2.9
C -0.652 -0.613 -0.005 1.6 -0.9 -0.8
N 2.930 -0.464 -0.498 0.9 0.3 -1.7
O 2.107 -0.105 0.249 -2.6 0.8 3.2
H 4.351 -0.938 -2.034 1.3 -0.6 -1.2
H 1.029 2.064 1.583 -0.8 -1.4 -0.4
H -0.663 1.859 2.067 -1.0 0.0 0.4
H -1.506 -1.498 -1.731 1.1 2.5 0.4
H -0.164 -0.324 -2.259 -1.3 0.0 2.1
H -1.800 0.278 -1.629 0.1 0.4 0.1
H -0.018 -1.503 0.193 0.4 0.5 -0.3
H -1.388 -0.997 0.664 -1.8 -0.1 0.6
```
Positions in Å, forces in eV/Å.

natural (NBO) atomic charge list, values in e, 5 entries: 0.0526 -0.5152 0.5914 -0.6250 -0.6209

# 4
A molecular structure, C22H29N9OPdS. Source: OMol25; level of theory: ωB97M-V with the def2-TZVPD basis set.

Its net charge is +2. The HOMO energy (alpha / beta) comes out at -13.632 / -13.633 eV. Its energy relative to the best compared isomer or geometry (same formula, charge and spin) is 55.02 kcal/mol.

The geometry in XYZ format:
```
63
Properties=species:S:1:pos:R:3:forces:R:3
Pd -0.355 -0.334 -0.312 0.3 0.8 0.0
N -5.209 -3.335 0.454 -0.1 0.0 0.0
C -4.035 -3.255 -0.199 0.2 0.1 -0.1
C -3.119 -2.202 0.010 0.0 0.0 0.0
N -1.963 -2.147 -0.641 -0.2 -0.2 0.1
C -1.685 -3.125 -1.507 0.0 0.0 -0.1
C -2.594 -4.159 -1.710 0.2 0.1 0.0
N -3.744 -4.227 -1.070 -0.2 -0.1 0.1
H -5.504 -2.647 1.121 0.0 0.0 0.0
H -5.821 -4.107 0.252 0.0 0.0 0.0
H -3.334 -1.416 0.729 0.0 0.0 0.0
H -0.745 -3.083 -2.039 0.0 0.0 0.0
H -2.372 -4.954 -2.411 0.0 0.0 0.0
N -3.150 2.728 -0.992 0.0 0.0 0.0
C -2.775 1.485 -0.656 0.0 0.1 -0.1
N -1.463 1.365 -0.641 -0.4 -0.4 0.1
C -0.941 2.606 -0.978 0.1 0.2 0.0
C 0.380 3.036 -1.087 0.0 0.1 0.0
C 0.581 4.355 -1.439 0.1 -0.1 0.0
C -0.495 5.225 -1.679 -0.1 0.0 0.0
C -1.805 4.810 -1.567 0.0 0.0 0.0
C -2.005 3.482 -1.206 0.1 -0.1 0.0
H -4.103 3.044 -1.076 0.0 0.0 0.0
H -3.474 0.691 -0.450 0.0 0.0 0.0
H 1.206 2.362 -0.894 0.0 0.0 0.0
H 1.590 4.734 -1.532 0.0 0.0 0.0
H -0.287 6.250 -1.955 0.0 0.0 0.0
H -2.631 5.485 -1.747 0.0 0.0 0.0
C 3.649 -1.326 0.785 0.0 0.0 0.0
N 3.784 -0.351 -0.295 0.0 0.0 -0.1
C 4.753 0.716 -0.033 0.0 0.0 0.0
C 2.950 -0.326 -1.332 0.1 0.2 0.3
S 1.472 -1.246 -1.270 0.0 -0.7 -0.3
N 3.255 0.345 -2.444 -0.1 0.0 -0.1
C 4.629 0.404 -2.964 0.0 0.0 0.0
C 2.242 0.658 -3.453 0.0 0.0 0.0
H 4.640 -1.514 1.193 0.0 0.0 0.0
H 3.243 -2.260 0.410 0.0 0.0 0.0
H 3.007 -0.940 1.580 0.0 0.0 0.0
H 4.614 1.047 0.997 0.0 0.0 0.0
H 4.581 1.558 -0.695 0.0 0.0 0.0
H 5.778 0.363 -0.145 0.0 0.0 0.0
H 5.315 -0.122 -2.311 0.0 0.0 0.0
H 4.956 1.436 -3.088 0.0 0.0 0.0
H 4.638 -0.088 -3.937 0.0 0.0 0.0
H 1.298 0.916 -2.983 0.0 0.0 0.0
H 2.092 -0.183 -4.133 0.0 0.0 0.0
H 2.595 1.514 -4.024 0.0 0.0 0.0
N -1.378 -3.496 4.086 0.0 0.0 0.0
C -1.275 -2.278 4.662 0.0 0.1 0.0
O -1.427 -2.079 5.844 0.0 0.0 0.0
C -0.976 -1.094 3.760 0.0 0.0 0.1
C -0.822 0.144 4.379 0.0 -0.1 0.0
C -0.558 1.264 3.610 0.0 0.0 0.0
C -0.459 1.130 2.240 0.0 -0.1 0.0
N -0.613 -0.064 1.649 0.0 0.1 0.2
C -0.862 -1.155 2.387 0.0 0.0 -0.1
H -1.546 -4.282 4.694 0.0 0.0 0.0
H -1.146 -3.683 3.129 0.0 0.0 0.0
H -0.917 0.190 5.456 0.0 0.0 0.0
H -0.430 2.238 4.059 0.0 0.0 0.0
H -0.257 1.970 1.593 0.0 0.0 0.0
H -0.975 -2.070 1.820 0.0 0.0 0.0
```
Positions in Å, forces in eV/Å.

natural (NBO) atomic charge list, values in e, 5 entries: 0.9094 -0.7701 0.3708 -0.0891 -0.4914

| no. | DFT total energy (eV) |
| --- | --- |
| 1 | -73917.6221 |
| 2 | -15463.6784 |
| 3 | -8838.7649 |
| 4 | -53045.2884 |